1.
Entry from OMol25: C30H30Br2N6O7Zr as an isolated structure in a non-equilibrium geometry (wB97M-V/def2-TZVPD).

Geometry as XYZ:
```
76
Properties=species:S:1:pos:R:3
Zr 0.37906 1.16046 -0.26565
N -1.69548 0.05930 3.98830
C -2.18845 -0.25247 2.66477
C -2.43281 -1.78933 2.62894
C -3.18026 -2.42637 1.43582
C -3.15279 -3.96360 1.59755
N -3.17954 -4.60211 0.28540
C -3.84283 -5.63098 -0.18066
N -3.77411 -5.77016 -1.54110
N -4.58567 -6.46152 0.61201
C -1.19501 0.22602 1.55696
O -0.67565 -0.63971 0.74159
O -0.75774 1.44759 1.53013
H -1.15774 -0.76410 4.35910
H -1.05405 0.86921 3.93923
H -3.11692 0.35630 2.46551
H -2.96593 -1.98092 3.62250
H -1.38061 -2.26440 2.57497
H -2.62561 -2.23914 0.48030
H -4.23404 -2.12016 1.35135
H -3.96497 -4.35577 2.24942
H -2.25081 -4.21928 2.15543
H -2.50485 -4.26168 -0.35165
H -3.16764 -5.15567 -2.11939
H -4.21711 -6.57871 -2.02324
H -4.32245 -6.59480 1.55723
H -4.96969 -7.29617 0.11510
C 1.84063 4.13893 -1.94562
C 2.55985 2.89091 -2.31293
C 3.86212 2.92620 -2.83181
C 4.52854 1.72661 -3.22957
C 3.85799 0.46412 -2.97065
C 4.32251 -0.82589 -3.34390
Br 6.08720 -1.03666 -4.07195
C 3.46768 -1.93301 -3.21549
C 2.35967 -1.90453 -2.41085
Br 1.35784 -3.40044 -1.92216
C 1.86207 -0.65453 -2.02886
O 0.76589 -0.54660 -1.33427
C 2.53456 0.52531 -2.39156
N 1.95116 1.73432 -2.08668
H 2.07755 4.92508 -2.61098
H 2.09476 4.41281 -0.92316
H 0.84016 3.80972 -1.98934
H 4.37212 3.88182 -2.85802
H 5.60454 1.81356 -3.38941
H 3.70893 -2.86463 -3.77549
O 6.75726 0.43918 2.43887
C 5.96955 -0.58012 2.34206
O 6.32150 -1.74115 2.64188
C 4.64824 -0.26095 1.87140
C 3.64521 -1.25847 1.73221
C 2.40961 -0.92117 1.32440
N 2.14916 0.34854 0.96631
C 3.02366 1.34683 1.32977
C 4.37507 1.07794 1.62588
C 2.48258 2.73907 1.25930
O 3.04108 3.59581 1.99309
O 1.36415 2.82132 0.51225
H 3.88178 -2.30364 1.98603
H 1.63401 -1.62784 1.11465
H 4.99161 1.99636 1.59848
C -1.65106 1.84728 -1.34552
C -2.52867 2.87925 -0.83133
C -2.28925 4.29730 -1.04288
C -3.19738 5.25887 -0.62799
C -4.42525 4.85543 -0.02626
C -4.66269 3.51402 0.24048
C -3.66384 2.62897 -0.04149
H -1.15915 2.06729 -2.28819
H -2.19568 0.89726 -1.43793
H -1.31957 4.61463 -1.42910
H -3.04197 6.28569 -0.83912
H -5.15679 5.61240 0.14114
H -5.44433 3.10129 0.83087
H -3.80091 1.63365 0.17355
```

Properties
- HOMO-LUMO gap: 4.8 eV
- Energy above the lowest of the compared OMol25 structures with the same formula, charge and spin: 382.5 kJ/mol
- E_HOMO: -6.48 eV
- LUMO: -0.0629 hartree

2.
Entry from OMol25: C30H30BrCeN4S4 as an isolated structure in a non-equilibrium geometry (wB97M-V/def2-TZVPD).

Geometry as XYZ:
```
70
Properties=species:S:1:pos:R:3
Ce 0.25024 0.07794 0.44122
C 1.71014 1.29413 6.13005
C 1.90719 1.78128 4.84470
C 1.19106 1.23433 3.79877
C 0.29156 0.19142 4.01787
C 0.07646 -0.28094 5.31293
C 0.78692 0.27748 6.35856
N -0.37358 -0.29928 2.87082
N -1.31234 -1.10573 3.09121
C -2.07488 -1.56714 2.03576
C -3.17783 -2.33578 2.42614
C -4.06557 -2.80546 1.47481
C -3.84730 -2.50501 0.13799
C -2.74126 -1.74843 -0.24808
C -1.82084 -1.27070 0.66829
H 2.26933 1.70855 6.95787
H 2.61089 2.58435 4.66925
H 1.28829 1.63585 2.79299
H -0.63304 -1.07725 5.48498
H 0.62546 -0.07788 7.36716
H -3.31955 -2.52708 3.48138
H -4.92403 -3.39402 1.76824
H -4.53908 -2.85836 -0.61504
H -2.61748 -1.54076 -1.30809
C 4.56112 1.63894 -0.06366
C 4.45812 0.40881 -0.95649
S 2.84564 0.06375 -1.71821
C 2.65836 1.36341 -2.97345
C 2.38388 2.76157 -2.44695
S 0.95911 2.77827 -1.30398
C 1.46474 3.95774 -0.01870
C 2.72030 3.63779 0.80234
S 3.13566 1.87823 1.06212
H 4.67590 2.55202 -0.64068
H 5.43883 1.53575 0.57320
H 4.66673 -0.49518 -0.38382
H 5.18767 0.47766 -1.76355
H 1.82281 1.01724 -3.58384
H 3.55249 1.35698 -3.59694
H 2.13331 3.41811 -3.27988
H 3.23824 3.18695 -1.92723
H 0.58262 4.01353 0.62103
H 1.58547 4.92700 -0.50173
H 2.58971 4.05820 1.79910
H 3.60419 4.10224 0.37094
Br -5.87044 3.94296 -0.08625
C -4.21496 3.08030 0.03658
C -3.61464 2.87578 1.27629
C -2.39184 2.24418 1.31681
N -1.74128 1.82432 0.21641
C -2.34024 2.01886 -0.97148
C -3.56248 2.63580 -1.11116
H -4.09404 3.20554 2.18700
H -1.90322 2.07002 2.27011
H -1.80438 1.67869 -1.85161
H -3.99854 2.77762 -2.08976
S 1.57105 -4.70699 -0.77032
C 0.80648 -3.20455 -0.99756
N 1.22047 -2.21993 -0.24131
C 2.22838 -2.65037 0.61505
C 2.90552 -1.86281 1.55006
C 3.87853 -2.45058 2.33030
C 4.17902 -3.81208 2.20010
C 3.52422 -4.60213 1.27654
C 2.54886 -4.00538 0.48240
H 0.02184 -3.09706 -1.73457
H 2.67965 -0.79986 1.64280
H 4.42297 -1.85752 3.05352
H 4.93863 -4.24808 2.83409
H 3.75999 -5.65230 1.16600
```

Properties
- HOMO-LUMO gap (spin up / spin down): 5.0 / 5.0 eV
- E_HOMO (spin up / spin down): -16.43 / -16.43 eV
- Net charge: +3
- LUMO (spin up / spin down): -0.4192 / -0.4189 hartree

3.
Entry from OMol25: C30H30BrClN4O7Pb as an isolated structure (wB97M-V/def2-TZVPD).

Geometry as XYZ:
```
74
Properties=species:S:1:pos:R:3
Pb -3.83720 -0.14793 -0.65426
Br -6.12635 1.82582 1.90065
C -5.72456 0.07607 2.53083
C -6.15065 -0.31560 3.78686
C -5.81622 -1.59917 4.19041
C -5.08611 -2.41682 3.34347
C -4.71126 -1.91980 2.10592
N -5.03557 -0.68794 1.71293
C -3.89524 -2.77779 1.14275
O -3.60200 -3.89816 1.50215
O -3.53779 -2.21541 0.03606
H -6.71466 0.35726 4.41494
H -6.12654 -1.95379 5.16451
H -4.79632 -3.42381 3.60423
O -0.25548 -1.58914 -1.23272
C -0.86573 -0.94645 -2.08362
O -1.98249 -0.32042 -1.89136
C -0.30880 -0.83016 -3.47585
C 0.94326 -1.36544 -3.74291
C 1.54274 -1.23454 -4.99769
C 0.82877 -0.55234 -5.95101
O 1.19251 -0.27276 -7.23904
C 0.09832 0.44433 -7.81397
O -0.90835 0.59200 -6.81786
C -0.42757 -0.03176 -5.69378
C -1.02579 -0.14742 -4.46931
H 1.45241 -1.88786 -2.94482
H 2.51970 -1.64413 -5.21212
H -0.30176 -0.12590 -8.65502
H 0.44242 1.43045 -8.13256
H -1.99406 0.28168 -4.25776
C 3.24033 -1.65096 2.20682
C 3.19161 -0.34512 3.01614
C 4.44619 0.47422 2.70007
C 3.23085 -0.73088 4.50129
C 1.92302 0.52861 2.72961
O 1.79119 1.51799 3.75935
C 1.94743 1.29325 1.39806
C 2.01022 0.50372 0.09227
C 1.64954 1.33451 -1.11613
C 0.48214 2.08944 -1.16516
C 0.13166 2.79896 -2.30177
C 0.96213 2.75663 -3.40833
Cl 0.51668 3.62690 -4.84787
C 2.13341 2.02151 -3.38957
C 2.46585 1.31799 -2.24203
C 0.66970 -0.34876 2.88227
N -0.55708 0.22246 2.34810
C -1.24792 -0.23984 1.31213
N -2.34709 0.49097 1.16740
C -2.24447 1.42759 2.15309
N -1.17096 1.29945 2.88990
H 4.23919 -2.08212 2.29655
H 3.03483 -1.51964 1.14691
H 2.54289 -2.39474 2.59562
H 5.32962 -0.06837 3.03979
H 4.44297 1.43774 3.21468
H 4.56159 0.65471 1.62958
H 4.10795 -1.35511 4.68399
H 2.35474 -1.31275 4.79447
H 3.28636 0.14449 5.14439
H 2.33929 2.27590 3.53281
H 2.79400 1.98766 1.43088
H 1.05865 1.92437 1.40414
H 1.34969 -0.37074 0.12236
H 3.01930 0.11433 -0.05936
H -0.19027 2.11048 -0.31632
H -0.78617 3.37054 -2.33887
H 2.76732 1.98933 -4.26496
H 3.37349 0.72471 -2.23290
H 0.50941 -0.53851 3.94234
H 0.78851 -1.29847 2.36553
H -0.95127 -1.07360 0.67997
H -2.98619 2.18808 2.33275
```

Properties
- HOMO-LUMO gap: 7.7 eV
- Energy above the lowest of the compared OMol25 structures with the same formula, charge and spin: 0.0 kJ/mol
- E_HOMO: -7.86 eV
- LUMO: -0.0047 hartree

> Which formula does entry 3 have?

C30H30BrClN4O7Pb

Repeat the third record exactly.
Entry from OMol25: C30H30BrClN4O7Pb as an isolated structure (wB97M-V/def2-TZVPD).

Geometry as XYZ:
```
74
Properties=species:S:1:pos:R:3
Pb -3.83720 -0.14793 -0.65426
Br -6.12635 1.82582 1.90065
C -5.72456 0.07607 2.53083
C -6.15065 -0.31560 3.78686
C -5.81622 -1.59917 4.19041
C -5.08611 -2.41682 3.34347
C -4.71126 -1.91980 2.10592
N -5.03557 -0.68794 1.71293
C -3.89524 -2.77779 1.14275
O -3.60200 -3.89816 1.50215
O -3.53779 -2.21541 0.03606
H -6.71466 0.35726 4.41494
H -6.12654 -1.95379 5.16451
H -4.79632 -3.42381 3.60423
O -0.25548 -1.58914 -1.23272
C -0.86573 -0.94645 -2.08362
O -1.98249 -0.32042 -1.89136
C -0.30880 -0.83016 -3.47585
C 0.94326 -1.36544 -3.74291
C 1.54274 -1.23454 -4.99769
C 0.82877 -0.55234 -5.95101
O 1.19251 -0.27276 -7.23904
C 0.09832 0.44433 -7.81397
O -0.90835 0.59200 -6.81786
C -0.42757 -0.03176 -5.69378
C -1.02579 -0.14742 -4.46931
H 1.45241 -1.88786 -2.94482
H 2.51970 -1.64413 -5.21212
H -0.30176 -0.12590 -8.65502
H 0.44242 1.43045 -8.13256
H -1.99406 0.28168 -4.25776
C 3.24033 -1.65096 2.20682
C 3.19161 -0.34512 3.01614
C 4.44619 0.47422 2.70007
C 3.23085 -0.73088 4.50129
C 1.92302 0.52861 2.72961
O 1.79119 1.51799 3.75935
C 1.94743 1.29325 1.39806
C 2.01022 0.50372 0.09227
C 1.64954 1.33451 -1.11613
C 0.48214 2.08944 -1.16516
C 0.13166 2.79896 -2.30177
C 0.96213 2.75663 -3.40833
Cl 0.51668 3.62690 -4.84787
C 2.13341 2.02151 -3.38957
C 2.46585 1.31799 -2.24203
C 0.66970 -0.34876 2.88227
N -0.55708 0.22246 2.34810
C -1.24792 -0.23984 1.31213
N -2.34709 0.49097 1.16740
C -2.24447 1.42759 2.15309
N -1.17096 1.29945 2.88990
H 4.23919 -2.08212 2.29655
H 3.03483 -1.51964 1.14691
H 2.54289 -2.39474 2.59562
H 5.32962 -0.06837 3.03979
H 4.44297 1.43774 3.21468
H 4.56159 0.65471 1.62958
H 4.10795 -1.35511 4.68399
H 2.35474 -1.31275 4.79447
H 3.28636 0.14449 5.14439
H 2.33929 2.27590 3.53281
H 2.79400 1.98766 1.43088
H 1.05865 1.92437 1.40414
H 1.34969 -0.37074 0.12236
H 3.01930 0.11433 -0.05936
H -0.19027 2.11048 -0.31632
H -0.78617 3.37054 -2.33887
H 2.76732 1.98933 -4.26496
H 3.37349 0.72471 -2.23290
H 0.50941 -0.53851 3.94234
H 0.78851 -1.29847 2.36553
H -0.95127 -1.07360 0.67997
H -2.98619 2.18808 2.33275
```

Properties
- HOMO-LUMO gap: 7.7 eV
- Energy above the lowest of the compared OMol25 structures with the same formula, charge and spin: 0.0 kJ/mol
- E_HOMO: -7.86 eV
- LUMO: -0.0047 hartree

Repeat the first record exactly.
Entry from OMol25: C30H30Br2N6O7Zr as an isolated structure in a non-equilibrium geometry (wB97M-V/def2-TZVPD).

Geometry as XYZ:
```
76
Properties=species:S:1:pos:R:3
Zr 0.37906 1.16046 -0.26565
N -1.69548 0.05930 3.98830
C -2.18845 -0.25247 2.66477
C -2.43281 -1.78933 2.62894
C -3.18026 -2.42637 1.43582
C -3.15279 -3.96360 1.59755
N -3.17954 -4.60211 0.28540
C -3.84283 -5.63098 -0.18066
N -3.77411 -5.77016 -1.54110
N -4.58567 -6.46152 0.61201
C -1.19501 0.22602 1.55696
O -0.67565 -0.63971 0.74159
O -0.75774 1.44759 1.53013
H -1.15774 -0.76410 4.35910
H -1.05405 0.86921 3.93923
H -3.11692 0.35630 2.46551
H -2.96593 -1.98092 3.62250
H -1.38061 -2.26440 2.57497
H -2.62561 -2.23914 0.48030
H -4.23404 -2.12016 1.35135
H -3.96497 -4.35577 2.24942
H -2.25081 -4.21928 2.15543
H -2.50485 -4.26168 -0.35165
H -3.16764 -5.15567 -2.11939
H -4.21711 -6.57871 -2.02324
H -4.32245 -6.59480 1.55723
H -4.96969 -7.29617 0.11510
C 1.84063 4.13893 -1.94562
C 2.55985 2.89091 -2.31293
C 3.86212 2.92620 -2.83181
C 4.52854 1.72661 -3.22957
C 3.85799 0.46412 -2.97065
C 4.32251 -0.82589 -3.34390
Br 6.08720 -1.03666 -4.07195
C 3.46768 -1.93301 -3.21549
C 2.35967 -1.90453 -2.41085
Br 1.35784 -3.40044 -1.92216
C 1.86207 -0.65453 -2.02886
O 0.76589 -0.54660 -1.33427
C 2.53456 0.52531 -2.39156
N 1.95116 1.73432 -2.08668
H 2.07755 4.92508 -2.61098
H 2.09476 4.41281 -0.92316
H 0.84016 3.80972 -1.98934
H 4.37212 3.88182 -2.85802
H 5.60454 1.81356 -3.38941
H 3.70893 -2.86463 -3.77549
O 6.75726 0.43918 2.43887
C 5.96955 -0.58012 2.34206
O 6.32150 -1.74115 2.64188
C 4.64824 -0.26095 1.87140
C 3.64521 -1.25847 1.73221
C 2.40961 -0.92117 1.32440
N 2.14916 0.34854 0.96631
C 3.02366 1.34683 1.32977
C 4.37507 1.07794 1.62588
C 2.48258 2.73907 1.25930
O 3.04108 3.59581 1.99309
O 1.36415 2.82132 0.51225
H 3.88178 -2.30364 1.98603
H 1.63401 -1.62784 1.11465
H 4.99161 1.99636 1.59848
C -1.65106 1.84728 -1.34552
C -2.52867 2.87925 -0.83133
C -2.28925 4.29730 -1.04288
C -3.19738 5.25887 -0.62799
C -4.42525 4.85543 -0.02626
C -4.66269 3.51402 0.24048
C -3.66384 2.62897 -0.04149
H -1.15915 2.06729 -2.28819
H -2.19568 0.89726 -1.43793
H -1.31957 4.61463 -1.42910
H -3.04197 6.28569 -0.83912
H -5.15679 5.61240 0.14114
H -5.44433 3.10129 0.83087
H -3.80091 1.63365 0.17355
```

Properties
- HOMO-LUMO gap: 4.8 eV
- Energy above the lowest of the compared OMol25 structures with the same formula, charge and spin: 382.5 kJ/mol
- E_HOMO: -6.48 eV
- LUMO: -0.0629 hartree